1.
72
Properties=species:S:1:pos:R:3 method="wB97M-V/def2-TZVPD" smiles=CCO.CCO.CCO.CCO.CCO.CCO.CCO.CCO multiplicity=1 de_lowest_ev=10.997
C 0.830 -4.762 -2.671
C 0.470 -3.365 -3.205
O -0.991 -3.455 -3.371
H 0.238 -5.662 -3.128
H 0.483 -4.764 -1.655
H 1.967 -4.726 -2.916
H 0.940 -3.250 -4.199
H 0.576 -2.614 -2.589
H -1.263 -2.535 -3.562
C -3.731 -2.224 1.105
C -5.216 -2.563 0.736
O -5.701 -1.611 -0.064
H -3.307 -2.893 1.899
H -3.758 -1.344 1.642
H -3.123 -2.165 0.254
H -5.558 -2.643 1.780
H -5.514 -3.620 0.330
H -6.666 -1.622 -0.256
C 4.772 1.698 -1.313
C 4.382 0.994 -0.058
O 5.570 0.250 0.198
H 3.838 2.251 -1.557
H 5.059 1.171 -2.157
H 5.427 2.554 -1.290
H 3.732 0.183 -0.281
H 4.213 1.458 0.749
H 5.874 0.485 1.125
C -3.696 1.801 -2.618
C -4.488 1.150 -1.520
O -4.315 -0.256 -1.884
H -4.292 1.652 -3.493
H -2.717 1.375 -2.828
H -3.773 2.777 -2.501
H -5.592 1.486 -1.602
H -4.425 1.344 -0.388
H -4.928 -0.763 -1.226
C 0.857 3.480 -2.828
C 0.426 4.363 -1.712
O 0.234 3.474 -0.655
H 0.065 2.901 -3.246
H 1.971 2.854 -2.618
H 1.056 4.223 -3.694
H -0.465 4.961 -1.597
H 1.341 4.917 -1.454
H 0.072 4.141 0.121
C 2.323 2.596 3.743
C 1.632 2.241 2.507
O 1.258 0.896 2.409
H 1.795 2.221 4.590
H 2.623 3.535 3.517
H 3.232 1.977 3.432
H 2.201 2.395 1.763
H 0.631 2.895 2.535
H 0.670 0.900 1.643
C 0.578 -2.611 4.155
C 1.975 -1.858 4.127
O 1.822 -0.496 4.554
H 0.520 -2.661 5.316
H 0.621 -3.580 3.720
H -0.212 -2.054 3.914
H 2.384 -1.781 3.060
H 2.735 -2.247 4.863
H 1.537 0.041 3.753
C 0.004 -1.352 0.147
C -0.002 0.003 -0.755
O 1.106 0.804 -0.514
H 0.697 -1.914 -0.076
H -0.881 -1.938 0.046
H 0.207 -1.110 1.267
H -0.926 0.594 -0.603
H -0.169 -0.092 -1.868
H 0.766 1.487 -1.050



2.
9
Properties=species:S:1:pos:R:3 method="wB97M-V/def2-TZVPD" smiles=CO.O multiplicity=1 de_lowest_ev=0.264
C -1.121 -0.121 0.755
O -0.251 -1.004 0.034
H -1.962 0.194 0.120
H -0.570 0.755 1.093
H -1.555 -0.569 1.657
H -0.411 -1.881 0.397
O 1.791 0.954 -1.718
H 1.417 1.098 -0.838
H 2.661 0.574 -1.500



3.
61
Properties=species:S:1:pos:R:3 method="wB97M-V/def2-TZVPD" multiplicity=2 e_tot_ha=-3679.72944
Cl -0.088 -0.608 -1.089
O 0.655 -0.689 0.117
O 0.766 -0.068 -2.146
O -0.694 -1.843 -1.464
O -1.093 0.398 -0.904
C 1.060 -4.296 0.670
C 0.823 -4.999 2.011
O 2.006 -5.756 2.289
O 2.066 -3.328 0.917
H 0.166 -3.728 0.416
H 1.368 -5.066 -0.039
H -0.020 -5.684 1.913
H 0.714 -4.293 2.834
H 2.809 -5.238 2.199
H 1.692 -2.499 0.607
C -2.301 -0.686 2.653
C -3.161 -0.648 3.973
O -4.167 0.269 3.906
O -3.031 -1.354 1.567
H -1.321 -1.141 2.793
H -2.077 0.363 2.456
H -2.638 -0.370 4.887
H -3.688 -1.593 4.100
H -4.805 -0.078 3.278
H -2.794 -0.801 0.818
C -1.836 3.574 -2.414
C -1.573 5.120 -2.614
O -0.647 5.687 -1.700
O -0.672 2.811 -2.657
H -2.721 3.141 -2.881
H -1.911 3.386 -1.343
H -2.501 5.688 -2.559
H -1.143 5.186 -3.614
H 0.171 5.205 -1.841
H -0.755 1.969 -2.204
C 2.741 1.212 2.943
C 1.281 1.547 2.732
O 0.830 2.454 3.691
O 2.980 0.972 4.267
H 3.389 1.903 2.405
H 3.031 0.298 2.424
H 0.789 0.579 2.816
H 1.062 1.869 1.714
H -0.098 2.593 3.489
H 3.814 0.506 4.368
Cl 4.542 1.273 -0.413
C 3.653 2.367 -1.507
C 2.410 3.001 -0.887
Cl 2.732 3.969 0.675
H 3.290 1.857 -2.399
H 4.251 3.207 -1.859
H 1.769 2.196 -0.526
H 1.938 3.559 -1.695
Cl -0.141 -3.862 -5.746
C -0.913 -2.648 -4.719
C -2.331 -3.109 -4.345
Cl -3.566 -3.038 -5.736
H -0.936 -1.704 -5.264
H -0.172 -2.613 -3.920
H -2.700 -2.365 -3.638
H -2.303 -4.055 -3.804